Entry from OMol25: a structure of composition C21H22N8O3RhSe (the ωB97M-V functional and the def2-TZVPD basis).

```
56
Properties=species:S:1:pos:R:3
Rh 1.282 -0.269 1.164
N 3.352 -0.744 0.841
C 3.590 -1.926 1.696
C 2.930 -1.659 3.052
O 3.515 -1.967 4.084
N 1.742 -1.026 2.952
C 1.447 -0.045 3.991
C 1.708 1.355 3.417
O 1.776 2.330 4.137
O 1.872 1.401 2.112
H 3.637 -0.895 -0.120
H 3.841 0.073 1.197
H 4.648 -2.124 1.868
H 3.142 -2.794 1.212
H 2.084 -0.200 4.861
H 0.405 -0.091 4.308
N 1.024 0.612 -0.702
C 0.645 0.809 -1.776
C 0.324 0.869 -3.132
C -0.244 1.997 -3.761
N -0.694 2.906 -4.313
C 0.584 -0.317 -3.846
N 0.773 -1.307 -4.415
C -3.438 3.895 -2.496
C -2.865 2.978 -1.450
C -2.239 3.477 -0.319
C -1.682 2.644 0.651
C -0.996 3.261 1.838
C -1.766 1.258 0.478
Se -1.064 0.085 1.830
C -2.386 0.731 -0.665
C -2.457 -0.751 -0.918
C -2.924 1.599 -1.607
H -3.459 4.926 -2.142
H -4.457 3.603 -2.758
H -2.835 3.856 -3.404
H -2.173 4.551 -0.181
H -1.082 4.348 1.803
H 0.062 2.996 1.863
H -1.425 2.904 2.775
H -1.455 -1.175 -1.017
H -3.007 -0.955 -1.837
H -2.934 -1.275 -0.089
H -3.391 1.186 -2.496
N 0.761 -3.936 -2.787
C 0.531 -3.635 -1.477
C 0.960 -2.408 -0.937
N 0.740 -2.102 0.331
C 0.129 -3.009 1.108
C -0.250 -4.219 0.569
N -0.067 -4.543 -0.709
H 0.841 -3.165 -3.443
H 0.249 -4.737 -3.119
H 1.463 -1.679 -1.556
H -0.037 -2.741 2.139
H -0.733 -4.959 1.195
```

Values from the calculation:
Lowest unoccupied orbital energy   1.98 eV
Orbital gap   7.1 eV
HOMO level   -5.1 eV
Energy above the lowest of the compared OMol25 structures with the same formula, charge and spin   0.000 eV
Net charge   -1

---

Entry from OMol25: a cluster of 2 separate species, C21H23BF2O6 in total (the ωB97M-V functional and the def2-TZVPD basis).

```
53
Properties=species:S:1:pos:R:3
C 5.275 1.803 9.838
C 3.906 1.336 9.504
C 2.813 2.200 9.461
F 3.045 3.533 9.699
C 1.514 1.790 9.168
C 1.287 0.418 8.999
C -0.060 -0.237 8.880
C -1.392 0.451 9.082
C -1.622 1.585 9.872
C -2.945 1.945 10.124
F -3.185 2.991 10.980
C -4.048 1.258 9.625
C -5.430 1.705 9.936
C -3.792 0.123 8.839
C -2.486 -0.264 8.569
C 2.381 -0.457 8.930
C 3.669 -0.006 9.164
H 5.967 0.968 9.700
H 5.608 2.625 9.194
H 5.367 2.140 10.878
H 0.703 2.513 9.085
H -0.104 -0.748 7.899
H -0.802 2.159 10.305
H -6.146 0.968 9.569
H -5.594 1.829 11.012
H -5.669 2.665 9.460
H -4.622 -0.460 8.440
H -2.282 -1.151 7.959
H 2.203 -1.513 8.698
H 4.518 -0.691 9.096
C 3.427 -5.692 10.048
C 2.247 -5.044 10.685
O 1.329 -6.025 11.046
B 0.118 -5.622 11.577
H -0.044 -1.023 9.610
O -1.074 -6.047 10.987
C -1.369 -5.434 9.773
C -2.709 -5.889 9.300
O -0.605 -4.659 9.236
O 0.071 -4.823 12.711
C -0.289 -3.481 12.563
C -0.269 -2.836 13.908
O -0.570 -2.976 11.493
O 2.062 -3.863 10.888
H 3.103 -6.606 9.540
H 3.888 -5.002 9.338
H 4.180 -5.922 10.813
H -3.433 -5.804 10.115
H -3.039 -5.299 8.442
H -2.634 -6.941 9.002
H 0.688 -3.043 14.400
H -0.405 -1.762 13.809
H -1.081 -3.249 14.516
```

Values from the calculation:
Lowest unoccupied orbital energy   0.41 eV
Orbital gap   8.7 eV
HOMO level   -8.3 eV
Energy above the lowest of the compared OMol25 structures with the same formula, charge and spin   0.000 eV
Net charge   0

---

Entry from OMol25: a structure of composition C21H23Cl2NZn (the ωB97M-V functional and the def2-TZVPD basis).

```
48
Properties=species:S:1:pos:R:3
C -4.116 -2.341 1.867
C -4.108 -0.984 1.152
C -3.014 -0.048 1.665
N -1.718 -0.740 1.764
C -0.609 -0.155 1.354
C 0.685 -0.788 1.362
C 0.864 -2.150 0.992
C 2.083 -2.773 1.239
C 3.158 -2.042 1.766
C 3.022 -0.661 1.997
C 1.806 -0.034 1.769
C -1.743 -1.908 2.650
C -2.736 -2.937 2.136
H -4.635 -2.214 2.825
H -4.699 -3.046 1.272
H -3.987 -1.116 0.068
H -5.070 -0.477 1.303
H -2.899 0.828 1.014
H -3.302 0.293 2.674
H -0.680 0.919 1.134
H 0.047 -2.689 0.508
H 2.202 -3.838 1.014
H 4.123 -2.527 1.933
H 3.870 -0.078 2.350
H 1.673 1.041 1.902
H -0.755 -2.362 2.750
H -2.071 -1.572 3.649
H -2.808 -3.731 2.887
H -2.334 -3.397 1.224
Cl 0.306 -0.444 -6.813
Zn -0.358 1.579 -6.712
Cl -0.576 3.584 -6.019
C 1.584 0.609 -3.045
C 0.407 0.241 -2.320
C 0.174 1.233 -1.336
C 1.222 2.200 -1.395
C 2.107 1.826 -2.498
C 3.163 2.691 -2.827
C 3.385 3.843 -2.056
C 2.515 4.195 -1.005
C 1.410 3.394 -0.694
H 1.973 0.118 -3.937
H -0.192 -0.653 -2.493
H -0.715 1.347 -0.729
H 3.793 2.481 -3.684
H 4.225 4.505 -2.269
H 2.672 5.108 -0.438
H 0.658 3.670 0.050
```

Values from the calculation:
Lowest unoccupied orbital energy   -1.42 eV
Orbital gap   3.7 eV
HOMO level   -5.1 eV
Net charge   0

---

Entry from OMol25: a structure of composition C21H23ClN6O9SeV (the ωB97M-V functional and the def2-TZVPD basis).

```
62
Properties=species:S:1:pos:R:3
V 0.354 -0.191 -0.281
C 1.088 -0.479 4.358
N 1.023 -1.696 3.548
C 1.733 -2.851 4.081
C 0.681 -1.603 2.275
O 0.263 -0.544 1.773
C 0.811 -2.822 1.369
O 0.226 -2.549 0.094
C -1.083 -3.035 -0.130
C -2.037 -1.853 -0.262
O -1.530 -0.715 -0.226
N -3.334 -2.034 -0.408
C -3.963 -3.345 -0.507
C -4.230 -0.881 -0.500
H 0.669 -0.688 5.341
H 2.128 -0.168 4.460
H 0.524 0.310 3.873
H 1.554 -2.903 5.152
H 1.378 -3.779 3.640
H 2.806 -2.751 3.904
H 1.870 -3.017 1.197
H 0.355 -3.710 1.808
H -1.078 -3.604 -1.063
H -1.400 -3.700 0.675
H -3.226 -4.141 -0.515
H -4.640 -3.496 0.333
H -4.536 -3.399 -1.433
H -3.716 0.009 -0.155
H -4.560 -0.747 -1.531
H -5.099 -1.067 0.129
O 3.308 -0.991 1.780
Cl 3.218 0.136 0.904
O 4.440 0.428 0.272
O 2.270 -0.309 -0.231
O 2.621 1.253 1.541
O 1.552 2.346 -2.004
C 0.892 2.634 -1.035
N 0.136 1.722 -0.278
C -0.537 2.412 0.750
O -1.309 1.901 1.524
C -0.153 3.848 0.650
C -0.530 4.932 1.418
C 0.002 6.168 1.068
C 0.873 6.301 -0.013
C 1.241 5.204 -0.782
C 0.708 3.981 -0.424
H -1.206 4.818 2.254
H -0.261 7.046 1.644
H 1.269 7.279 -0.253
H 1.917 5.296 -1.621
Se 2.838 -2.679 -3.920
N 2.077 -1.706 -5.181
C 1.196 -0.933 -4.577
C 0.320 -0.020 -5.231
C -0.558 0.664 -4.457
C -0.545 0.496 -3.044
N 0.253 -0.309 -2.389
C 1.119 -1.071 -3.146
N 1.907 -1.967 -2.598
H 0.374 0.099 -6.305
H -1.255 1.373 -4.879
H -1.211 1.099 -2.438
```

Values from the calculation:
Lowest unoccupied orbital energy (spin up / spin down)   -3.90 / -3.93 eV
Orbital gap (spin up / spin down)   7.6 / 7.7 eV
Expectation value of S²   2.01
HOMO level (spin up / spin down)   -11.5 / -11.6 eV
Energy above the lowest of the compared OMol25 structures with the same formula, charge and spin   0.519 eV
Spin multiplicity   3
Net charge   +1

---

Entry from OMol25: a structure of composition C21H23FN2O6S (the ωB97M-V functional and the def2-TZVPD basis).

```
54
Properties=species:S:1:pos:R:3
C 5.167 -4.858 0.810
H 6.185 -4.440 0.934
O 4.334 -3.614 0.323
C 4.687 -3.104 -0.791
C 5.816 -3.402 -1.522
C 5.920 -2.955 -2.821
C 5.048 -2.034 -3.132
C 4.113 -1.362 -2.433
C 3.945 -2.051 -1.229
N 2.828 -1.750 -0.221
C 1.944 -0.824 -0.541
O 1.966 0.059 -1.349
C 1.082 -0.609 1.024
C 0.427 -1.824 1.438
C -0.342 -1.574 2.570
C -0.826 -0.551 2.983
C -0.338 0.668 2.464
C 0.582 0.465 1.308
H 0.918 1.542 0.662
S -0.949 2.224 2.684
O 0.230 3.335 2.480
O -1.501 2.074 3.927
N -2.159 2.579 1.525
C -3.343 1.621 1.728
C -4.352 2.659 0.876
H -4.756 3.478 1.493
H -5.325 1.818 1.306
C -4.145 2.735 -0.575
C -2.812 3.378 -0.476
C -1.765 2.781 0.313
H -0.801 3.490 0.177
H -1.377 1.946 -0.205
H -3.067 4.501 -0.122
H -2.483 3.632 -1.431
O -3.928 1.403 -0.994
C -4.675 1.504 -2.506
H -4.874 0.669 -2.594
C -5.858 2.302 -2.072
H -5.963 3.096 -2.990
O -5.130 3.235 -1.227
H -6.753 1.943 -1.579
H -3.919 1.595 -3.153
H -3.419 1.626 2.875
H -3.076 0.746 1.478
H -1.393 -0.252 3.687
H -0.916 -2.463 3.131
F 0.750 -3.051 1.274
H 2.744 -2.355 0.697
H 3.391 -0.541 -2.761
H 5.250 -1.445 -4.277
H 6.684 -3.131 -3.612
H 6.396 -4.285 -1.477
H 4.759 -4.929 1.728
H 5.077 -5.701 0.196
```

Values from the calculation:
Lowest unoccupied orbital energy   -0.06 eV
Orbital gap   8.6 eV
HOMO level   -8.6 eV
Energy above the lowest of the compared OMol25 structures with the same formula, charge and spin   18.310 eV
Net charge   0

---

Entry from OMol25: a structure of composition C21H23N3O13PS2TcTe (the ωB97M-V functional and the def2-TZVPD basis).

```
65
Properties=species:S:1:pos:R:3
Tc 0.501 0.179 0.138
O 1.897 3.971 -1.213
S 1.077 2.799 -1.403
O 1.577 1.846 -2.358
O 0.797 2.182 -0.046
C -0.457 3.405 -2.110
C -0.348 4.580 -2.842
C -1.452 5.083 -3.508
C -2.670 4.419 -3.436
C -2.777 3.241 -2.715
C -1.667 2.726 -2.065
S -1.823 1.226 -1.105
O -3.106 0.669 -1.464
O -0.663 0.402 -1.568
O -1.693 1.670 0.271
H 0.615 5.071 -2.867
H -1.368 5.991 -4.090
H -3.535 4.820 -3.949
H -3.708 2.694 -2.650
O 7.269 -0.635 -1.443
C 6.378 -1.385 -1.878
O 6.403 -2.416 -2.566
C 4.935 -0.961 -1.422
C 4.671 0.341 -1.022
C 3.408 0.688 -0.587
N 2.406 -0.201 -0.506
C 2.670 -1.472 -0.877
C 3.897 -1.878 -1.360
C 1.575 -2.443 -0.567
O 1.668 -3.634 -0.751
O 0.548 -1.863 0.016
H 5.467 1.072 -1.035
H 3.195 1.694 -0.262
H 4.037 -2.908 -1.657
C -1.856 -3.406 -2.552
C -2.652 -2.646 -1.512
O -2.325 -3.173 -0.207
P -1.984 -2.292 1.063
O -1.705 -0.850 0.771
Te -0.467 -3.627 2.319
O -3.311 -2.361 1.984
C -4.310 -1.332 1.825
C -4.032 -0.142 2.728
H -2.237 -3.173 -3.546
H -1.948 -4.479 -2.375
H -0.802 -3.134 -2.499
H -3.725 -2.790 -1.662
H -2.440 -1.585 -1.548
H -5.254 -1.810 2.086
H -4.347 -0.996 0.786
H -3.868 -0.483 3.752
H -4.879 0.545 2.711
H -3.151 0.387 2.365
C 0.572 -0.725 5.487
N 1.122 -0.290 4.221
C 2.451 -0.114 3.919
C 2.513 0.135 2.584
N 1.239 0.087 2.067
C 0.430 -0.173 3.080
H 1.175 -0.328 6.300
H 0.566 -1.815 5.535
H -0.449 -0.363 5.584
H 3.222 -0.173 4.667
H 3.367 0.346 1.963
H -0.643 -0.215 3.003
```

Values from the calculation:
Lowest unoccupied orbital energy (spin up / spin down)   1.59 / -0.46 eV
Orbital gap (spin up / spin down)   7.0 / 5.0 eV
Expectation value of S²   3.76
HOMO level (spin up / spin down)   -5.4 / -5.4 eV
Energy above the lowest of the compared OMol25 structures with the same formula, charge and spin   1.933 eV
Spin multiplicity   4
Net charge   -1

---

Entry from OMol25: an isolated molecule of C21H23N3O7S (the ωB97M-V functional and the def2-TZVPD basis).

```
55
Properties=species:S:1:pos:R:3
C -5.275 2.766 -5.963
H -5.628 3.559 -6.620
O -4.459 3.400 -5.010
C -3.860 2.635 -4.061
C -4.005 1.263 -3.927
C -3.349 0.576 -2.919
C -2.538 1.252 -2.020
C -2.377 2.634 -2.153
C -3.021 3.329 -3.158
O -2.920 4.671 -3.372
C -2.085 5.423 -2.528
H -2.148 6.447 -2.892
H -1.044 5.084 -2.581
H -2.426 5.390 -1.487
H -1.710 3.157 -1.486
C -1.852 0.510 -0.950
N -1.584 -0.720 -1.214
O -0.890 -1.369 -0.145
C -0.874 -2.684 -0.134
O -1.427 -3.451 -0.871
C -0.007 -3.117 1.073
N 1.192 -2.306 1.149
C 2.301 -2.945 0.679
O 3.400 -2.453 0.632
C 1.892 -4.349 0.269
H 2.637 -5.077 0.586
C 0.516 -4.547 0.906
H -0.162 -5.117 0.273
H 0.604 -5.037 1.875
H 1.836 -4.368 -0.821
S 1.226 -0.654 1.576
O -0.003 -0.413 2.284
O 1.503 0.164 0.440
C 2.584 -0.624 2.722
C 2.407 -1.194 3.967
C 3.465 -1.202 4.859
C 4.691 -0.647 4.509
C 4.839 -0.075 3.247
C 3.788 -0.062 2.349
H 3.881 0.361 1.363
H 5.788 0.356 2.968
C 5.846 -0.678 5.460
H 6.547 -1.458 5.163
H 6.381 0.269 5.447
H 5.515 -0.884 6.474
H 3.338 -1.647 5.836
H 1.446 -1.611 4.224
H -0.605 -2.962 1.977
N -1.601 1.123 0.222
H -1.784 2.103 0.335
H -1.050 0.649 0.923
H -3.458 -0.491 -2.820
H -4.633 0.713 -4.609
H -4.714 2.032 -6.550
H -6.135 2.275 -5.495
```

Values from the calculation:
Lowest unoccupied orbital energy   0.56 eV
Orbital gap   8.5 eV
HOMO level   -8.0 eV
Energy above the lowest of the compared OMol25 structures with the same formula, charge and spin   1.796 eV
Net charge   0

---

Entry from OMol25: an isolated molecule of C21H23N3S (the ωB97M-V functional and the def2-TZVPD basis).

```
48
Properties=species:S:1:pos:R:3
C -5.094 -1.832 1.540
N -3.941 -1.786 0.667
C -2.797 -1.173 1.312
C -1.568 -1.263 0.400
N -1.852 -0.621 -0.862
C -1.383 0.594 -1.213
S -2.112 1.510 -2.387
C -0.156 1.078 -0.611
C 0.999 0.362 -0.393
N 1.981 1.170 0.088
C 1.479 2.440 0.211
C 2.083 3.601 0.678
C 1.326 4.753 0.691
C -0.001 4.755 0.254
C -0.607 3.608 -0.206
C 0.138 2.431 -0.236
H -1.629 3.613 -0.551
H -0.558 5.680 0.280
H 1.765 5.673 1.046
H 3.107 3.604 1.022
C 3.337 0.791 0.425
C 3.647 -0.613 -0.014
C 3.531 -1.674 0.875
C 3.790 -2.968 0.458
C 4.165 -3.214 -0.852
C 4.280 -2.161 -1.744
C 4.022 -0.867 -1.328
H 4.108 -0.047 -2.025
H 4.571 -2.348 -2.767
H 4.367 -4.223 -1.176
H 3.698 -3.786 1.158
H 3.235 -1.485 1.897
H 3.472 0.884 1.511
H 4.020 1.495 -0.064
H 1.193 -0.673 -0.602
C -3.014 -1.198 -1.498
C -4.229 -1.097 -0.579
H -4.468 -0.032 -0.413
H -5.087 -1.576 -1.054
H -2.801 -2.252 -1.701
H -3.201 -0.670 -2.434
H -1.334 -2.316 0.213
H -0.719 -0.784 0.887
H -2.984 -0.109 1.553
H -2.592 -1.707 2.244
H -4.840 -2.400 2.434
H -5.907 -2.340 1.024
H -5.439 -0.832 1.843
```

Values from the calculation:
Lowest unoccupied orbital energy   0.57 eV
Orbital gap   8.2 eV
HOMO level   -7.6 eV
Energy above the lowest of the compared OMol25 structures with the same formula, charge and spin   1.436 eV
Net charge   0

---

Entry from OMol25: an isolated molecule of C21H23N5O4S2 (the ωB97M-V functional and the def2-TZVPD basis).

```
55
Properties=species:S:1:pos:R:3
C -10.236 -1.216 0.331
C -8.931 -0.546 0.704
O -8.765 0.066 1.730
N -7.971 -0.719 -0.260
C -6.657 -0.258 -0.285
C -5.875 -0.576 -1.396
C -4.565 -0.156 -1.480
C -3.995 0.600 -0.455
C -4.789 0.923 0.649
C -6.097 0.503 0.741
H -6.693 0.755 1.601
H -4.353 1.511 1.440
C -2.618 1.076 -0.518
N -2.302 2.076 0.215
N -1.045 2.561 0.239
C 0.124 1.881 0.077
N 1.196 2.412 0.492
C 2.474 1.944 0.316
C 2.970 1.592 -0.946
C 4.289 1.212 -1.089
C 5.116 1.176 0.018
C 4.651 1.548 1.267
C 3.337 1.938 1.417
H 2.952 2.234 2.380
H 5.336 1.543 2.100
S 6.804 0.612 -0.166
O 7.203 0.814 -1.528
O 7.591 1.177 0.891
N 6.807 -1.034 0.080
C 6.237 -1.885 -0.937
H 6.284 -1.339 -1.879
C 4.799 -2.284 -0.585
H 4.434 -3.052 -1.269
O 4.735 -2.852 0.706
C 5.191 -1.947 1.689
H 5.108 -2.473 2.642
C 6.643 -1.534 1.424
H 6.968 -0.748 2.104
H 7.295 -2.408 1.544
H 4.542 -1.059 1.704
H 4.138 -1.405 -0.636
H 6.854 -2.788 -1.011
H 4.697 0.952 -2.053
H 2.318 1.637 -1.805
S -0.011 0.230 -0.593
C -1.628 0.414 -1.433
H -1.920 -0.595 -1.711
H -1.467 1.017 -2.332
H -0.964 3.416 0.779
H -3.996 -0.402 -2.365
H -6.303 -1.155 -2.202
H -8.242 -1.256 -1.073
H -10.953 -1.069 1.133
H -10.085 -2.283 0.178
H -10.632 -0.783 -0.585
```

Values from the calculation:
Lowest unoccupied orbital energy   -0.01 eV
Orbital gap   8.1 eV
HOMO level   -8.1 eV
Energy above the lowest of the compared OMol25 structures with the same formula, charge and spin   0.696 eV
Net charge   0

---

Asked for max |F| across the records above, the calculation gives 0.34; 2.29; 1.62; 0.82; 15.46; 2.12; 1.51; 0.73; 1.07 eV/Å in order.